1.
Formula: C4H7P
Source: the Open Molecules 2025 dataset
Level of theory: ωB97M-V/def2-TZVPD

Output
Electronic energy in eV: -13546.424
LUMO level in eV: 0.586
Energy above the lowest of the compared OMol25 structures with the same formula, charge and spin in kcal/mol: 65.7
Orbital gap in eV: 9.4
Charge: 0

Positions of all 12 atoms, in Å:
P 2.68892 0.10756 -0.12741
H -1.60586 1.32067 -0.95997
C 0.06043 -0.08536 -0.52586
C -1.34147 -0.66261 -0.21343
C -1.09043 0.80838 -0.06060
H -1.30830 -1.19288 0.66090
H -1.97606 -1.22559 -1.04872
H 0.54586 0.17589 -1.81095
H 0.95409 -0.37490 1.49817
H 3.19468 -0.04403 1.23042
H -1.27444 1.30807 0.92103
C 1.15257 -0.13522 0.43642

Löwdin atomic charge list, values in e, 2 entries: atom 1 (P): 0.79, atom 2 (H): 0.12

=====

2.
Formula: C4H8
Source: the Open Molecules 2025 dataset
Level of theory: ωB97M-V/def2-TZVPD

Output
Electronic energy in eV: -4272.605
LUMO level (spin up / spin down) in eV: 0.696 / 0.558
Energy above the lowest of the compared OMol25 structures with the same formula, charge and spin in kcal/mol: 105.8
Orbital gap (spin up / spin down) in eV: 9.1 / 8.7
Charge: 0

Positions of all 12 atoms, in Å:
H -2.87070 0.29991 -0.11535
H -0.87493 -1.27630 -0.52837
H 3.21024 0.47425 -0.45581
H -1.38229 0.64316 -1.11072
H -1.44395 1.19714 0.68892
C -1.75404 0.47459 -0.02228
H 1.55749 -1.41940 -0.34484
C -1.03573 -0.73625 0.37318
C 2.23324 0.57743 -0.07095
H 1.95327 1.55027 0.36423
C 1.41683 -0.41679 -0.00720
H -1.00946 -1.36799 1.22919

Löwdin atomic charge list, values in e, 2 entries: atom 1 (H): 0.09, atom 2 (H): 0.02

=====

3.
Formula: C4H8
Source: the Open Molecules 2025 dataset
Level of theory: ωB97M-V/def2-TZVPD

Output
Electronic energy in eV: -4276.873
LUMO level in eV: 1.350
Energy above the lowest of the compared OMol25 structures with the same formula, charge and spin in kcal/mol: 7.4
Structure (SMILES): C1CCC1
Orbital gap in eV: 12.1
Charge: 0

Positions of all 12 atoms, in Å:
C 0.62461 -0.55506 -0.70447
C -0.56490 -0.90300 0.22269
H 1.34394 1.49173 -0.06510
H -1.44225 1.06569 0.90546
H 0.00163 0.54601 1.79805
H -0.42072 -1.73666 0.91625
H 1.57357 -0.96698 -0.34587
H 0.51333 -0.81715 -1.76177
C 0.44161 0.93551 -0.33667
H -1.49042 -1.07542 -0.33500
H -0.08432 1.49477 -1.11639
C -0.49607 0.52055 0.82283

Löwdin atomic charge list, values in e, 2 entries: atom 1 (C): -0.19, atom 2 (C): -0.19

=====

4.
Formula: C4H8
Source: the Open Molecules 2025 dataset
Level of theory: ωB97M-V/def2-TZVPD

Output
Electronic energy in eV: -4276.569
LUMO level in eV: 1.325
Energy above the lowest of the compared OMol25 structures with the same formula, charge and spin in kcal/mol: 14.4
Structure (SMILES): C1CCC1
Orbital gap in eV: 11.7
Charge: 0

Positions of all 12 atoms, in Å:
H 0.10136 1.32577 -1.44832
H 1.43583 0.01818 -1.20798
H 1.55100 0.77407 1.11816
H -0.29665 -1.66301 -1.05756
H 0.02483 -1.41377 1.39319
C 0.43876 0.45831 -0.88062
H -0.00453 1.64939 0.95375
H -1.52442 -0.40168 -1.01274
H -1.31098 -0.25954 1.31591
C 0.54758 0.71723 0.64528
C -0.56878 -0.68386 -0.66806
C -0.39401 -0.52110 0.84898

Löwdin atomic charge list, values in e, 2 entries: atom 1 (H): 0.09, atom 2 (H): 0.12

=====

5.
Formula: C4H8
Source: the Open Molecules 2025 dataset
Level of theory: ωB97M-V/def2-TZVPD

Output
Electronic energy in eV: -4272.792
LUMO level in eV: 0.527
Energy above the lowest of the compared OMol25 structures with the same formula, charge and spin in kcal/mol: 101.5
Orbital gap in eV: 8.9
Charge: 0

Positions of all 12 atoms, in Å:
H -4.04232 -1.30426 4.40087
H -0.83155 1.81945 0.02580
H -4.06313 -1.99337 4.69776
C 0.47894 0.35669 -0.76694
H 1.39325 -1.52404 -1.25604
C 1.02823 -0.59608 -1.68172
C 1.80413 0.58509 -0.26469
H 2.60132 -0.15094 -0.16989
H 1.59429 -0.25930 -2.54598
C -0.68415 0.93832 -0.57307
H -1.48187 0.61191 -1.21915
H 2.20286 1.51654 -0.64695

Löwdin atomic charge list, values in e, 2 entries: atom 1 (H): 0.00, atom 2 (H): 0.06

=====

6.
Formula: C4H8
Source: the Open Molecules 2025 dataset
Level of theory: ωB97M-V/def2-TZVPD

Output
Electronic energy in eV: -4274.803
LUMO level in eV: 1.178
Energy above the lowest of the compared OMol25 structures with the same formula, charge and spin in kcal/mol: 55.1
Structure (SMILES): C/C=C/C
Orbital gap in eV: 9.8
Charge: 0

Positions of all 12 atoms, in Å:
H -0.77304 -0.00666 -1.07169
H -2.89542 0.05760 0.03575
C -2.06955 0.37722 0.79239
H 2.76410 0.08891 -0.89590
H 1.34968 0.44160 -2.04364
H -2.03488 1.46708 0.98103
C 1.73670 -0.11925 -1.03639
C -0.49186 0.06665 -0.03674
H 1.31977 0.05467 1.14910
H 1.64563 -1.21853 -1.28096
C 0.95368 0.15260 0.12532
H -2.07590 -0.14847 1.73754

Löwdin atomic charge list, values in e, 2 entries: atom 1 (H): 0.03, atom 2 (H): 0.07

=====

7.
Formula: C4H83BO43
Source: the Open Molecules 2025 dataset
Level of theory: ωB97M-V/def2-TZVPD

Output
Electronic energy in eV: -94217.879
LUMO level in eV: -0.582
Orbital gap in eV: 9.7
Charge: 0

Positions of all 131 atoms, in Å:
H -2.04543 -0.90038 1.47283
H -2.55600 -1.74371 -0.47717
H 5.52078 0.44635 1.45848
H 2.23053 1.11029 -3.16891
H -1.65895 -3.41067 -5.94637
H -0.25492 5.84167 -0.17110
B -0.78115 2.16574 -1.87531
H -0.70917 1.65074 1.00931
H -1.86991 -0.53271 -4.78175
H 2.56969 -1.30636 1.36166
H -4.09901 2.46255 6.08518
H -0.93556 -1.65621 -7.31465
O 0.43057 3.31962 4.68516
O -3.57930 0.30179 5.27478
C 2.42311 2.51456 -1.65183
H 4.30025 0.97298 6.07251
H 7.78512 3.22432 -0.78830
O 5.12689 -0.12624 2.13015
O -1.86890 0.39280 -5.04473
H 3.50091 -1.45059 3.50188
H 2.73394 3.89863 0.60850
H 7.77743 1.30881 3.36418
H -3.27998 3.69385 6.44051
O 2.92640 1.97090 3.06813
H -5.90712 0.37129 -6.24928
H 4.21803 3.10108 0.07848
H -1.18147 -3.37496 -4.50754
O -2.45531 -5.11564 -2.59799
O -8.30668 -0.08805 -3.42472
H -1.89352 -7.80700 -0.14902
H 7.33846 2.91321 0.63655
H 4.76465 -6.44322 6.53827
C 1.59830 1.45108 -2.35549
O -3.99761 -1.07410 -6.48413
H 2.02429 6.20045 3.33095
H -3.15289 0.56671 -9.76171
O -3.76400 0.82133 -9.06236
O -1.73582 1.20131 -1.70267
H 3.55434 1.42560 3.56265
H 0.09412 -3.93656 3.27831
H -1.73826 -7.41248 -2.69428
H 0.51973 2.82220 -3.48770
H 3.05187 2.97854 -2.37233
H 0.50482 0.53921 4.22759
H 4.96169 -0.95369 1.65568
H 4.37091 4.76455 2.91156
H 6.40065 1.23992 2.71579
H -2.92096 -4.28088 -2.72607
H 0.24693 -6.09271 -5.00840
H -0.05868 1.14784 -3.65608
H -3.66048 0.13383 -8.39416
H 1.09844 2.89798 4.11757
H -2.68822 0.49708 -5.54253
H 1.83100 3.17873 -1.06173
O 0.26922 -5.18034 -4.69691
H 0.25218 -4.94988 -7.37750
O 1.74176 0.57682 0.71478
O -1.54809 -8.35400 -2.77285
C 0.31664 1.89249 -2.97792
H 1.61743 4.96468 4.12594
H -7.89473 0.34750 -4.18160
H 1.20531 -4.95489 -4.68968
H -7.13783 -0.64515 -9.97343
H -2.92066 -1.32305 2.63862
H 0.92767 -2.72117 3.65552
H -0.38952 -6.28120 -7.74361
H 0.82157 -4.72758 5.69981
H 4.95871 4.34975 0.56801
H 5.31851 1.35580 5.00552
O 5.10626 5.35970 3.11341
H -2.21959 -6.58453 -0.98889
H 3.72135 -5.45312 6.03363
H -2.37896 -8.73538 -3.07689
O -4.16847 3.32788 6.50718
H -2.68043 0.64957 5.21247
H -1.72707 -1.30403 -1.68146
O 3.11056 1.67242 -0.70828
O 2.82740 -2.22309 1.50390
O 4.59589 0.73940 5.18467
O 1.60351 0.29980 -1.46957
H -5.85977 0.01859 -9.46858
O -6.37336 -0.79892 -9.40913
O 0.64169 5.66110 -0.48211
H -3.77975 -3.37388 4.42612
O -0.77119 -2.02076 -8.19430
O -0.82724 3.28858 -1.10548
H 5.74196 4.80808 3.58102
O 2.28097 5.28895 3.51110
O -1.51374 -2.80401 -5.21062
O 0.03218 -3.07634 3.71019
H 0.01029 -1.54746 -8.49910
O -1.44078 1.06499 1.24567
H 0.99674 6.53046 -0.69910
O -0.68224 5.94914 2.74319
O 2.84495 -2.06461 3.86205
O -2.41868 -1.92198 -1.41820
H -4.46420 5.98450 9.04801
H -2.29368 -3.37286 4.74696
O 1.94984 3.44070 0.95367
H -4.81057 -1.58824 -6.56621
O -6.41440 0.94910 -5.66992
H -3.37901 -1.68173 -6.05612
H 0.02220 5.83127 2.09353
O 0.42860 -5.89750 -7.40930
H -1.59621 1.26484 2.17704
H 0.05509 3.64822 -0.90927
C 2.12024 0.80460 -0.33207
H 1.87864 3.76824 1.85488
H -5.93435 0.91790 -4.83300
O 7.10482 1.86017 2.94886
H -8.63303 -0.92107 -3.77882
O -2.01050 -6.85277 -0.08927
H -4.44014 4.56015 8.50664
O 4.60824 -5.50204 6.41347
O -2.76942 -1.50266 1.70462
O 4.07344 3.99938 0.40729
H 1.98700 -3.86869 5.24581
H 2.88478 1.55766 2.19100
O -3.01779 -2.78847 4.49924
O -0.38503 0.17789 4.28432
O -4.69096 5.07869 9.28101
H -0.31993 -0.68689 3.86339
H -0.54799 5.23642 3.37966
H -1.70741 -5.08098 -3.20706
O 1.77319 -4.75336 5.55670
H 2.16468 -2.56699 2.11118
O 7.01859 3.26073 -0.20668
H -3.51987 -0.56409 4.85750
H 2.79404 -1.82799 4.79526
H 0.80800 3.27851 5.57175
H -1.75207 0.91561 -0.77991

Löwdin atomic charge list, values in e, 2 entries: atom 1 (H): 0.00, atom 2 (H): 0.01

=====

8.
Formula: C4H8BrN2O
Source: the Open Molecules 2025 dataset
Level of theory: ωB97M-V/def2-TZVPD

Output
Electronic energy in eV: -79334.713
LUMO level (spin up / spin down) in eV: -4.978 / -4.874
Energy above the lowest of the compared OMol25 structures with the same formula, charge and spin in kcal/mol: 113.1
Orbital gap (spin up / spin down) in eV: 7.4 / 8.2
Charge: +1

Positions of all 16 atoms, in Å:
N 0.73502 -1.08282 1.03910
H 2.46147 2.22532 0.34820
C -1.49442 -0.52497 -0.08432
C -2.91295 -1.01885 -0.28038
C -0.47809 -1.24354 0.49327
O 1.63894 -0.25489 0.76149
H 3.50762 1.12833 0.50656
N 2.83198 1.49381 -0.18828
H -3.04095 -1.94990 0.23801
Br -1.46390 1.45863 -0.04950
H -3.50611 -0.31353 0.31432
H -0.93403 -2.12366 0.78865
H 3.14917 1.82715 -1.13102
C 1.78935 0.44136 -0.39015
H 0.98143 0.90886 -1.05172
H -3.26452 -0.97130 -1.31423

Löwdin atomic charge list, values in e, 2 entries: atom 1 (N): 0.05, atom 2 (H): 0.14